No. 1
Computed, not measured: a structure of composition C71H46B3BrNO15PS at a distorted geometry, with wB97M-V/def2-TZVPD.

The molar mass comes out at 1328.5 u. The HOMO energy comes out at -9.08 eV. The calculation puts the HOMO-LUMO gap at 7.80 eV.

Cartesian coordinates (Å):
N (5.122, -0.996, -2.598)
C (3.646, -1.215, -2.573)
B (2.893, 0.146, -2.858)
O (3.379, 1.070, -3.745)
B (2.409, 2.030, -3.865)
Br (2.716, 3.866, -3.441)
O (1.156, 1.584, -4.219)
B (0.748, 0.813, -3.192)
P (-1.058, 0.168, -3.047)
O (-1.149, -0.807, -1.786)
O (-1.391, -0.815, -4.245)
S (-2.252, 1.666, -2.975)
O (1.675, 0.488, -2.218)
H (5.321, -0.114, -2.139)
H (5.393, -0.869, -3.567)
H (3.340, -1.616, -1.619)
H (3.377, -1.929, -3.346)
H (-0.608, -0.442, -1.057)
H (-0.946, -1.678, -4.149)
C (-0.137, -8.029, 3.942)
C (-0.875, -8.169, 2.772)
C (-0.807, -7.201, 1.786)
C (-0.007, -6.081, 1.969)
C (0.718, -5.931, 3.154)
C (0.657, -6.912, 4.134)
C (1.550, -4.720, 3.392)
O (2.187, -4.594, 4.417)
C (1.579, -3.667, 2.340)
C (2.309, -2.507, 2.564)
C (2.356, -1.524, 1.593)
C (1.681, -1.698, 0.388)
C (0.947, -2.850, 0.163)
C (0.887, -3.835, 1.139)
C (0.070, -5.057, 0.889)
O (-0.515, -5.210, -0.161)
H (-0.187, -8.791, 4.708)
H (-1.504, -9.037, 2.630)
H (-1.374, -7.307, 0.872)
H (1.229, -6.795, 5.044)
H (2.835, -2.379, 3.500)
H (2.920, -0.618, 1.772)
H (1.733, -0.937, -0.376)
H (0.415, -2.990, -0.768)
C (9.087, -4.504, 10.698)
C (7.958, -3.745, 10.987)
C (6.871, -3.764, 10.132)
C (6.910, -4.535, 8.978)
C (8.051, -5.281, 8.678)
C (9.134, -5.270, 9.547)
C (8.134, -6.084, 7.425)
O (9.123, -6.737, 7.169)
C (6.970, -6.054, 6.495)
C (7.044, -6.751, 5.298)
C (5.968, -6.743, 4.429)
C (4.808, -6.046, 4.753)
C (4.727, -5.346, 5.945)
C (5.811, -5.341, 6.814)
C (5.721, -4.556, 8.078)
O (4.712, -3.948, 8.368)
H (9.934, -4.494, 11.372)
H (7.928, -3.139, 11.882)
H (5.988, -3.180, 10.353)
H (10.010, -5.858, 9.314)
H (7.946, -7.294, 5.051)
H (6.030, -7.283, 3.493)
H (3.970, -6.047, 4.075)
H (3.830, -4.801, 6.197)
C (12.859, 0.562, -7.138)
C (12.652, 0.218, -8.469)
C (11.366, 0.054, -8.953)
C (10.281, 0.225, -8.104)
C (10.490, 0.551, -6.762)
C (11.782, 0.728, -6.286)
C (9.343, 0.698, -5.822)
O (9.521, 0.988, -4.659)
C (7.968, 0.471, -6.352)
C (6.887, 0.551, -5.484)
C (5.602, 0.357, -5.959)
C (5.391, 0.090, -7.309)
C (6.464, 0.005, -8.178)
C (7.756, 0.187, -7.702)
C (8.902, 0.061, -8.647)
O (8.718, -0.171, -9.823)
H (13.865, 0.697, -6.764)
H (13.497, 0.078, -9.130)
H (11.198, -0.208, -9.988)
H (11.936, 0.991, -5.249)
H (7.060, 0.764, -4.438)
H (4.763, 0.418, -5.276)
H (4.385, -0.055, -7.682)
H (6.307, -0.206, -9.226)
C (-2.716, 4.796, 4.866)
C (-3.782, 5.612, 5.231)
C (-4.909, 5.680, 4.432)
C (-4.973, 4.941, 3.259)
C (-3.895, 4.138, 2.882)
C (-2.772, 4.062, 3.695)
C (-3.921, 3.366, 1.606)
O (-2.985, 2.663, 1.287)
C (-5.125, 3.489, 0.738)
C (-5.154, 2.823, -0.480)
C (-6.270, 2.917, -1.292)
C (-7.367, 3.671, -0.890)
C (-7.343, 4.341, 0.320)
C (-6.222, 4.261, 1.135)
C (-6.204, 5.014, 2.419)
O (-7.159, 5.671, 2.776)
H (-1.839, 4.738, 5.497)
H (-3.732, 6.193, 6.142)
H (-5.743, 6.308, 4.712)
H (-1.945, 3.430, 3.404)
H (-4.302, 2.234, -0.792)
H (-6.287, 2.400, -2.243)
H (-8.245, 3.741, -1.520)
H (-8.192, 4.931, 0.635)
C (-14.229, 7.419, 0.768)
C (-13.017, 6.880, 1.187)
C (-12.265, 6.107, 0.322)
C (-12.725, 5.861, -0.965)
C (-13.952, 6.386, -1.379)
C (-14.696, 7.173, -0.511)
C (-14.487, 6.101, -2.741)
O (-15.548, 6.562, -3.104)
C (-13.682, 5.228, -3.642)
C (-14.183, 4.906, -4.896)
C (-13.444, 4.107, -5.750)
C (-12.197, 3.632, -5.359)
C (-11.694, 3.946, -4.109)
C (-12.436, 4.738, -3.243)
C (-11.893, 5.041, -1.889)
O (-10.805, 4.629, -1.545)
H (-14.812, 8.030, 1.445)
H (-12.660, 7.065, 2.191)
H (-11.320, 5.690, 0.640)
H (-15.639, 7.585, -0.840)
H (-15.151, 5.281, -5.195)
H (-13.838, 3.854, -6.725)
H (-11.618, 3.013, -6.031)
H (-10.727, 3.577, -3.798)

---

No. 2
Computed, not measured: a structure of composition C71H53N4O4P3SSiV at a distorted geometry, with wB97M-V/def2-TZVPD.

The molar mass comes out at 1230.2 u. Its spin multiplicity is 3. As for the total charge: +1. The HOMO energy (spin up / spin down) comes out at -9.80 / -9.79 eV. The calculation puts the HOMO-LUMO gap (spin up / spin down) at 6.81 / 6.51 eV.

Cartesian coordinates (Å):
V (0.011, 0.284, 0.412)
C (2.573, -4.740, 3.257)
C (1.959, -4.928, 2.029)
C (1.021, -4.013, 1.572)
C (0.689, -2.896, 2.335)
C (1.301, -2.727, 3.574)
C (2.238, -3.638, 4.032)
P (-0.602, -1.716, 1.750)
C (-1.528, -1.488, 3.313)
C (-2.043, -0.239, 3.635)
C (-2.751, -0.042, 4.815)
C (-2.949, -1.097, 5.688)
C (-2.429, -2.352, 5.383)
C (-1.718, -2.543, 4.213)
C (-1.619, -2.846, 0.735)
C (-2.582, -3.688, 1.301)
C (-3.317, -4.540, 0.507)
C (-3.108, -4.543, -0.867)
C (-2.162, -3.703, -1.421)
C (-1.369, -2.844, -0.639)
Si (-0.295, -1.413, -1.369)
C (-1.812, -0.665, -2.258)
C (-2.105, -1.096, -3.555)
C (-3.329, -0.843, -4.149)
C (-4.316, -0.182, -3.431)
C (-4.039, 0.276, -2.156)
C (-2.780, 0.093, -1.577)
P (-2.405, 0.908, 0.046)
C (-3.808, 0.385, 1.105)
C (-4.395, 1.209, 2.064)
C (-5.345, 0.709, 2.942)
C (-5.718, -0.626, 2.880)
C (-5.150, -1.453, 1.922)
C (-4.208, -0.949, 1.040)
C (-2.746, 2.708, -0.216)
C (-1.761, 3.689, -0.106)
C (-2.051, 5.025, -0.333)
C (-3.337, 5.415, -0.681)
C (-4.330, 4.455, -0.786)
C (-4.035, 3.120, -0.553)
C (1.046, -2.113, -2.531)
C (0.764, -3.395, -3.014)
C (1.456, -3.991, -4.061)
C (2.458, -3.285, -4.686)
C (2.821, -2.047, -4.178)
C (2.198, -1.476, -3.070)
P (3.023, 0.116, -2.607)
C (4.818, -0.326, -2.414)
C (5.441, -1.557, -2.596)
C (6.814, -1.695, -2.442)
C (7.593, -0.607, -2.081)
C (6.987, 0.628, -1.895)
C (5.622, 0.765, -2.079)
C (2.727, 0.425, -0.785)
C (2.769, -0.539, 0.173)
C (3.364, -0.408, 2.798)
C (3.176, 2.188, 2.036)
C (3.055, 2.637, 0.571)
C (2.782, 1.882, -0.511)
H (3.297, -5.458, 3.618)
H (2.204, -5.791, 1.424)
H (0.537, -4.181, 0.617)
H (1.027, -1.885, 4.200)
H (2.698, -3.496, 5.001)
H (-1.892, 0.591, 2.953)
H (-3.150, 0.936, 5.044)
H (-3.501, -0.949, 6.605)
H (-2.571, -3.179, 6.065)
H (-1.291, -3.517, 4.012)
H (-2.788, -3.656, 2.360)
H (-4.069, -5.180, 0.949)
H (-3.702, -5.182, -1.507)
H (-2.083, -3.682, -2.498)
H (-1.352, -1.643, -4.111)
H (-3.520, -1.177, -5.160)
H (-5.290, -0.008, -3.866)
H (-4.822, 0.781, -1.611)
H (-4.128, 2.255, 2.118)
H (-5.804, 1.366, 3.668)
H (-6.454, -1.017, 3.568)
H (-5.446, -2.491, 1.854)
H (-3.792, -1.599, 0.278)
H (-0.741, 3.415, 0.126)
H (-1.262, 5.761, -0.257)
H (-3.561, 6.455, -0.873)
H (-5.338, 4.737, -1.056)
H (-4.839, 2.405, -0.628)
H (-0.033, -3.959, -2.569)
H (1.183, -4.982, -4.397)
H (2.973, -3.692, -5.545)
H (3.632, -1.514, -4.655)
H (4.863, -2.434, -2.845)
H (7.272, -2.662, -2.598)
H (8.661, -0.716, -1.960)
H (7.583, 1.492, -1.632)
H (5.173, 1.749, -1.968)
H (2.847, -2.601, 0.688)
H (2.986, -0.559, 3.793)
H (3.934, 2.889, 3.790)
H (3.107, 3.711, 0.435)
H (2.672, 2.466, -1.421)
N (3.752, 3.229, 2.852)
C (3.722, 0.810, 2.049)
C (4.779, -0.204, 2.313)
C (5.428, -1.109, 1.313)
C (4.831, -1.862, 0.397)
C (3.358, -1.906, 0.024)
C (2.613, -0.056, 1.572)
N (1.375, 0.694, 1.824)
C (1.694, 1.881, 2.238)
C (0.695, 2.857, 2.628)
C (0.924, 4.090, 3.166)
S (-0.554, 4.832, 3.531)
C (-1.385, 3.461, 2.926)
N (-0.625, 2.510, 2.484)
H (4.637, 3.528, 2.456)
H (5.460, 0.084, 3.112)
H (6.504, -1.189, 1.405)
H (5.461, -2.513, -0.193)
H (3.265, -2.284, -0.992)
H (1.875, 4.563, 3.342)
H (-2.461, 3.423, 2.910)
O (0.610, 0.872, -3.075)
C (0.025, 1.689, -2.386)
O (-0.180, 1.558, -1.105)
C (-0.612, 2.893, -3.009)
C (0.152, 4.010, -3.320)
C (-0.441, 5.116, -3.918)
C (-1.793, 5.101, -4.226)
C (-2.514, 3.960, -3.930)
C (-1.960, 2.853, -3.326)
N (-3.949, 3.916, -4.275)
O (-4.424, 4.892, -4.805)
O (-4.560, 2.913, -3.988)
H (1.212, 4.013, -3.106)
H (0.153, 5.986, -4.156)
H (-2.283, 5.940, -4.696)
H (-2.572, 1.982, -3.122)

---

No. 3
Computed, not measured: a structure of composition C71H70ClF5N8O5TeV at a distorted geometry, with wB97M-V/def2-TZVPD.

The molar mass comes out at 1424.4 u. Its spin multiplicity is 2. The HOMO energy (spin up / spin down) comes out at -7.00 / -7.66 eV. The calculation puts the HOMO-LUMO gap (spin up / spin down) at 4.75 / 5.40 eV.

Cartesian coordinates (Å):
V (-0.458, -0.932, -0.634)
C (2.769, 4.303, 3.178)
C (4.007, 3.512, 3.620)
C (5.039, 3.584, 2.475)
C (4.625, 4.117, 4.884)
C (3.799, 1.994, 3.826)
O (4.762, 1.269, 3.980)
N (2.538, 1.408, 3.660)
C (1.327, 1.772, 4.292)
C (1.345, 2.429, 5.524)
C (0.169, 2.790, 6.158)
C (-1.056, 2.476, 5.582)
C (-1.079, 1.788, 4.379)
C (0.099, 1.425, 3.726)
C (-0.011, 0.698, 2.427)
C (-0.440, 1.432, 1.311)
C (-0.565, 2.853, 1.274)
C (-0.950, 3.200, 0.016)
C (-1.117, 1.991, -0.708)
N (-0.772, 0.921, 0.085)
C (-1.774, 1.864, -1.926)
C (-2.323, 0.629, -2.271)
C (-3.314, 0.392, -3.272)
C (-3.912, -0.794, -2.977)
C (-3.217, -1.357, -1.870)
C (-3.478, -2.602, -1.285)
C (-2.522, -3.246, -0.553)
N (-1.240, -2.746, -0.324)
C (-0.464, -3.811, 0.081)
C (0.860, -3.667, 0.605)
C (0.907, -2.557, 1.480)
C (1.379, -2.550, 2.842)
C (0.966, -1.390, 3.394)
C (0.311, -0.626, 2.364)
N (0.219, -1.414, 1.222)
C (1.844, -4.772, 0.585)
C (1.511, -5.899, -0.199)
C (2.161, -7.107, -0.107)
C (3.243, -7.218, 0.755)
C (3.731, -6.082, 1.359)
C (3.120, -4.834, 1.223)
N (3.969, -3.785, 1.699)
C (4.155, -2.478, 1.301)
O (3.320, -1.851, 0.682)
C (5.482, -1.840, 1.695)
C (5.703, -1.901, 3.212)
C (5.465, -0.386, 1.219)
C (6.592, -2.600, 0.936)
C (-1.305, -4.985, 0.185)
C (-2.563, -4.621, -0.145)
C (-4.842, -3.175, -1.433)
C (-5.085, -4.298, -2.213)
C (-6.364, -4.824, -2.325)
C (-7.407, -4.217, -1.639)
C (-7.194, -3.089, -0.851)
C (-5.910, -2.555, -0.742)
N (-5.606, -1.418, 0.052)
C (-6.407, -0.678, 0.891)
O (-7.592, -0.901, 1.070)
C (-5.686, 0.463, 1.635)
C (-4.267, 0.748, 1.141)
C (-6.544, 1.725, 1.473)
C (-5.648, 0.057, 3.116)
N (-2.238, -0.513, -1.458)
C (-2.158, 3.124, -2.634)
C (-3.512, 3.403, -2.849)
C (-3.919, 4.577, -3.458)
C (-2.959, 5.494, -3.867)
C (-1.613, 5.253, -3.649)
C (-1.194, 4.080, -3.020)
N (0.187, 3.865, -2.768)
C (1.087, 4.860, -2.405)
O (0.746, 6.026, -2.301)
C (2.515, 4.393, -2.076)
C (2.566, 4.170, -0.552)
C (2.898, 3.106, -2.798)
C (3.476, 5.523, -2.457)
H (3.092, 5.294, 2.847)
H (2.044, 4.443, 3.978)
H (2.271, 3.814, 2.332)
H (5.273, 4.633, 2.260)
H (4.640, 3.122, 1.562)
H (5.957, 3.061, 2.749)
H (5.013, 5.115, 4.662)
H (5.449, 3.496, 5.240)
H (3.889, 4.216, 5.688)
H (2.597, 0.453, 3.343)
H (2.304, 2.637, 5.989)
H (0.210, 3.301, 7.114)
H (-1.982, 2.754, 6.070)
H (-2.028, 1.518, 3.921)
H (-0.358, 3.507, 2.113)
H (-1.145, 4.193, -0.374)
H (-3.538, 1.061, -4.094)
H (-4.736, -1.276, -3.492)
H (1.894, -3.367, 3.326)
H (1.101, -1.063, 4.421)
H (0.709, -5.799, -0.918)
H (1.839, -7.950, -0.709)
H (3.755, -8.165, 0.886)
H (4.664, -6.138, 1.916)
H (4.795, -4.159, 2.127)
H (4.926, -1.341, 3.746)
H (6.662, -1.432, 3.451)
H (5.729, -2.927, 3.601)
H (4.589, 0.143, 1.599)
H (5.434, -0.341, 0.128)
H (6.359, 0.127, 1.590)
H (6.778, -3.599, 1.353)
H (7.525, -2.032, 1.001)
H (6.324, -2.711, -0.121)
H (-0.985, -5.942, 0.568)
H (-3.456, -5.236, -0.137)
H (-4.255, -4.759, -2.748)
H (-6.542, -5.700, -2.941)
H (-8.410, -4.620, -1.718)
H (-8.006, -2.621, -0.316)
H (-4.650, -1.130, 0.017)
H (-4.241, 0.986, 0.069)
H (-3.577, -0.083, 1.334)
H (-3.872, 1.619, 1.672)
H (-6.550, 2.064, 0.430)
H (-6.144, 2.532, 2.097)
H (-7.573, 1.523, 1.772)
H (-5.035, -0.840, 3.265)
H (-6.658, -0.152, 3.478)
H (-5.223, 0.871, 3.716)
H (-4.255, 2.697, -2.492)
H (-4.975, 4.779, -3.600)
H (-3.261, 6.420, -4.347)
H (-0.874, 5.981, -3.945)
H (0.497, 2.917, -2.656)
H (1.908, 3.346, -0.251)
H (2.265, 5.078, -0.015)
H (3.590, 3.911, -0.258)
H (2.443, 2.217, -2.355)
H (3.979, 2.959, -2.730)
H (2.633, 3.139, -3.861)
H (3.184, 6.459, -1.980)
H (3.475, 5.683, -3.542)
H (4.493, 5.262, -2.143)
Cl (-2.306, 0.464, -7.947)
C (-1.809, -0.719, -6.768)
C (-2.702, -1.707, -6.376)
C (-2.324, -2.615, -5.406)
C (-1.037, -2.582, -4.816)
C (-0.682, -3.494, -3.798)
C (-0.132, -1.593, -5.281)
C (-0.524, -0.665, -6.230)
H (-3.689, -1.746, -6.829)
H (-3.022, -3.390, -5.093)
H (0.352, -3.560, -3.438)
H (-1.422, -4.195, -3.411)
H (0.868, -1.551, -4.855)
H (0.165, 0.106, -6.565)
F (3.629, -3.372, -1.484)
Te (2.328, -1.870, -1.660)
F (2.115, -0.414, -2.918)
F (2.459, -2.643, -3.385)
F (1.558, -0.078, -0.525)
F (3.995, -1.011, -1.684)
O (0.029, -1.309, -2.070)